1.
Formula: C33H36BrN3O3STi
Source: the Open Molecules 2025 dataset
Level of theory: the ωB97M-V functional and the def2-TZVPD basis

Structure (XYZ):
```
78
Properties=species:S:1:pos:R:3:forces:R:3:lowdin_charge:R:1
Ti 0.4282 -0.3732 -1.3001 -0.1863 0.1674 0.2892 1.00
O -2.7999 1.4546 -3.0064 -0.0372 0.0996 0.0315 0.05
C -2.3070 2.7148 -3.2802 0.0173 -0.0529 0.0008 -0.26
C -3.0372 3.5358 -4.1177 -0.0318 0.0606 -0.0624 0.01
C -2.5810 4.8182 -4.3857 0.0098 0.0088 0.0041 -0.04
C -1.3958 5.2818 -3.8303 0.0369 -0.0199 0.0273 -0.06
C -0.6721 4.4579 -2.9836 -0.0550 0.0439 -0.0073 -0.02
C -1.1293 3.1795 -2.6886 -0.0418 -0.1527 -0.0555 -0.13
C -0.4010 2.3189 -1.7101 -0.0554 0.1713 0.3170 -0.31
O -0.0174 1.0413 -2.2616 0.1516 -0.1736 -0.0261 -0.22
N -1.2237 2.0617 -0.5339 0.0100 -0.1229 -0.1686 0.05
N -0.8645 0.8400 0.0598 0.0757 0.0365 -0.1033 -0.05
C -1.5258 0.5173 1.1107 -0.0705 0.0182 0.1552 -0.13
C -1.3170 -0.6960 1.8530 0.1662 -0.0550 -0.1726 -0.55
Br 0.0237 -1.8536 1.1307 -0.0406 -0.0237 -0.0398 0.99
C -1.9860 -1.1088 2.9415 -0.1508 0.0762 0.0712 -0.04
C -2.9476 -0.3322 3.7190 0.0338 0.0863 0.0171 -0.22
C -4.0462 -0.9950 4.2737 0.0270 -0.0774 -0.0451 -0.02
C -4.9908 -0.2933 4.9997 -0.0100 0.0072 0.0042 -0.05
C -4.8310 1.0701 5.2123 0.0013 -0.0126 -0.0009 -0.04
C -3.7184 1.7314 4.7071 -0.0237 -0.0037 0.0160 -0.05
C -2.7806 1.0364 3.9652 0.0434 -0.0480 -0.0378 -0.04
H -2.0831 0.8113 -3.0468 0.0502 -0.0595 0.0026 0.08
H -3.9498 3.1577 -4.5585 0.0093 -0.0033 0.0080 0.13
H -3.1515 5.4592 -5.0442 -0.0084 -0.0100 0.0011 0.12
H -1.0416 6.2788 -4.0508 -0.0050 -0.0040 -0.0054 0.11
H 0.2454 4.8135 -2.5294 -0.0010 0.0049 -0.0069 0.12
H 0.5185 2.8118 -1.3861 0.0562 -0.0178 -0.0574 0.15
H -2.2087 2.0587 -0.7882 -0.0078 -0.0560 -0.0006 0.14
H -2.3167 1.1760 1.4610 0.0007 -0.0021 0.0258 0.15
H -1.8131 -2.1273 3.2757 0.0116 0.0053 0.0053 0.13
H -4.1630 -2.0607 4.1161 -0.0148 0.0123 0.0150 0.12
H -5.8463 -0.8113 5.4109 0.0008 0.0072 0.0013 0.12
H -5.5632 1.6136 5.7943 0.0056 0.0015 -0.0051 0.12
H -3.5763 2.7842 4.9102 0.0076 -0.0044 -0.0060 0.12
H -1.8821 1.5394 3.6276 -0.0162 0.0257 0.0055 0.11
C 2.7500 -0.2685 -3.3011 0.0481 -0.0301 -0.0624 -0.05
N 1.7183 -1.2211 -2.8355 0.0187 0.1172 0.0814 -0.35
C 2.3757 -2.4405 -2.3068 0.0133 -0.0577 -0.0122 -0.03
C 0.8118 -1.5767 -3.9607 -0.1084 -0.0397 -0.0400 -0.13
C -0.4340 -2.2006 -3.3996 0.1037 0.0534 0.1145 -0.24
C -1.2139 -3.0807 -4.1308 -0.0875 -0.0022 -0.0439 -0.01
C -2.3900 -3.5726 -3.5813 -0.0064 -0.0063 0.0019 -0.04
C -2.7769 -3.1950 -2.3023 0.0192 0.0243 0.0233 -0.05
C -1.9759 -2.3413 -1.5572 -0.0097 0.0256 -0.0194 -0.12
C -0.7898 -1.8327 -2.0940 0.0363 -0.0281 -0.0333 -0.22
H 3.3231 -0.7088 -4.1201 -0.0074 -0.0196 -0.0056 0.11
H 3.4269 -0.0395 -2.4818 0.0010 -0.0019 0.0123 0.08
H 2.2743 0.6448 -3.6527 -0.0230 0.0057 0.0123 0.10
H 3.0164 -2.8783 -3.0754 0.0114 0.0118 -0.0109 0.11
H 1.6241 -3.1735 -2.0195 -0.0226 0.0090 -0.0076 0.10
H 2.9854 -2.1823 -1.4428 0.0020 0.0293 0.0018 0.09
H 1.3253 -2.2290 -4.6722 0.0642 0.0029 0.0227 0.15
H 0.5612 -0.6498 -4.4817 0.0269 0.0179 -0.0131 0.14
H -0.9129 -3.3795 -5.1279 -0.0052 -0.0009 0.0026 0.13
H -3.0048 -4.2575 -4.1498 0.0081 0.0041 -0.0039 0.12
H -3.6955 -3.5762 -1.8766 -0.0030 -0.0111 -0.0217 0.12
H -2.2950 -2.0792 -0.5550 0.0040 0.0000 0.0022 0.07
C 4.4184 -2.5758 5.3901 -0.0087 0.0571 -0.0064 -0.02
C 3.9367 -1.7181 4.2565 0.0182 -0.0499 0.0295 -0.23
C 4.4605 -1.8709 2.9689 -0.0111 0.0304 -0.0108 0.00
C 4.0413 -1.0629 1.9302 -0.0304 0.0138 0.0240 -0.06
C 3.0753 -0.0914 2.1812 0.0788 -0.1580 -0.0788 -0.44
C 2.5231 0.0686 3.4466 -0.0263 0.0752 -0.0394 -0.08
C 2.9657 -0.7415 4.4768 0.0088 -0.0216 0.0351 -0.01
S 2.4672 0.9333 0.8980 -0.1329 0.0244 0.0564 1.03
C 3.9464 1.7276 0.3117 0.0165 -0.0474 -0.1052 -0.19
O 2.1304 -0.0233 -0.2898 -0.0021 0.0258 -0.1358 -0.66
H 5.0118 -3.4160 5.0368 -0.0077 -0.0019 -0.0075 0.09
H 3.5815 -2.9577 5.9744 0.0024 -0.0043 -0.0086 0.09
H 5.0399 -1.9837 6.0650 0.0034 -0.0122 -0.0059 0.10
H 5.2101 -2.6299 2.7853 -0.0040 0.0000 0.0077 0.13
H 4.4489 -1.1983 0.9359 0.0096 -0.0014 0.0022 0.12
H 1.7674 0.8258 3.6210 -0.0044 -0.0210 0.0194 0.12
H 2.5533 -0.6200 5.4706 -0.0094 0.0176 -0.0119 0.13
H 4.6760 0.9669 0.0418 0.0409 0.0277 0.0054 0.07
H 4.3243 2.3643 1.1104 -0.0109 -0.0119 0.0214 0.08
H 3.6697 2.3289 -0.5528 0.0267 0.0207 0.0105 0.07
```
Positions in Å, forces in eV/Å.

* largest force on an atom: 0.383 eV/A
* energy above the lowest of the compared OMol25 structures with the same formula, charge and spin: 2.3 kJ/mol
* Kohn-Sham gap: 6.8 eV
* charge: +2
* energy: -149398.1362 eV

=====

2.
Formula: C18H18ClNO2
Source: the Open Molecules 2025 dataset
Level of theory: the ωB97M-V functional and the def2-TZVPD basis

Structure (XYZ):
```
40
Properties=species:S:1:pos:R:3:forces:R:3:lowdin_charge:R:1
C 2.0634 -4.0750 1.1701 0.3778 -0.0538 0.0492 -0.08
C 0.7681 -3.5607 0.5969 0.1133 -0.2754 0.0806 -0.24
O 0.5338 -2.2094 1.0445 -0.0657 -0.4111 -0.4564 -0.02
C -0.4147 -1.5973 0.2982 -0.7742 0.3441 -0.1025 -0.49
C -0.6018 -0.1821 0.6998 2.7145 -1.8420 1.8903 -0.13
N -1.3907 0.4967 -0.0561 -2.6008 2.3823 -2.1425 0.07
C -1.5784 1.6181 -0.6575 1.2366 -0.9288 1.1247 -0.08
C -2.8389 1.9283 -1.3084 -0.9238 -0.0579 -0.7248 -0.20
C -3.0394 3.1586 -1.9728 -0.0902 -0.4614 0.2724 -0.04
C -4.2679 3.4658 -2.5570 -0.2415 -0.7015 0.3584 -0.10
C -5.3212 2.5322 -2.4602 1.4009 0.0004 0.3405 -0.69
Cl -6.8535 2.9322 -3.1086 -0.4821 0.0849 -0.2258 0.68
C -5.1223 1.2863 -1.8480 0.2538 0.2366 -0.0275 -0.09
C -3.8844 0.9806 -1.2826 -0.1715 0.5833 -0.2518 -0.01
O -1.0279 -2.1411 -0.6068 0.6621 0.3036 0.5055 0.07
H 2.1627 -5.1287 0.8698 0.0502 0.2616 0.1846 0.08
H 2.9332 -3.5308 0.7779 -0.2440 -0.0528 0.0567 0.07
H 2.0946 -4.0070 2.2628 -0.0893 -0.0749 -0.1620 0.08
H 0.8130 -3.5658 -0.4969 -0.1525 -0.0319 0.2258 0.12
H -0.0644 -4.2056 0.9194 0.1178 0.3208 -0.1756 0.13
H -0.3682 0.0001 1.7627 -0.3641 0.3406 -0.6795 0.13
H -0.7771 2.3779 -0.7264 -0.3071 -0.0026 0.2568 0.12
H -2.2173 3.8755 -2.0103 -0.2354 -0.1328 -0.0295 0.11
H -4.4272 4.4106 -3.0650 -0.0017 -0.1152 0.0799 0.10
H -5.9392 0.5671 -1.8186 0.1874 0.1823 -0.0049 0.11
H -3.7080 0.0134 -0.8161 -0.0310 0.2309 -0.0657 0.12
C 1.5839 1.0323 0.9183 -2.5269 0.0734 -1.0065 -0.12
C 2.1001 0.5047 -0.2646 1.3442 -0.3121 -1.0720 -0.07
C 3.3320 -0.1011 -0.4787 -1.7977 0.3518 -1.3426 -0.08
C 4.3009 -0.4795 0.4501 1.1307 -0.0207 2.3774 -0.08
C 4.3254 -0.2234 1.8176 1.5647 -1.1949 -2.1109 -0.09
C 3.3865 0.4713 2.5775 -2.4078 1.1641 0.8676 -0.08
C 2.1587 0.9931 2.1889 1.9333 -0.3903 1.9602 -0.07
H 0.7008 1.6821 0.8246 0.8824 -0.1343 -0.0919 0.09
H 1.4670 0.6119 -1.1566 0.2825 0.0579 0.3772 0.12
H 3.5527 -0.3573 -1.5205 -0.1658 0.0269 0.3707 0.10
H 5.1611 -1.0306 0.0525 -0.3150 0.2115 0.1695 0.11
H 5.2067 -0.5947 2.3571 -0.3980 0.1454 -0.2503 0.10
H 3.6357 0.6024 3.6383 -0.1494 -0.0601 -0.4223 0.11
H 1.5623 1.4490 2.9848 0.2831 -0.0479 -0.2030 0.11
```
Positions in Å, forces in eV/Å.

* largest force on an atom: 4.127 eV/A
* energy above the lowest of the compared OMol25 structures with the same formula, charge and spin: 532.5 kJ/mol
* Kohn-Sham gap: 4.7 eV
* charge: 0
* energy: -37060.9781 eV

=====

3.
Formula: C6H33NO11
Source: the Open Molecules 2025 dataset
Level of theory: the ωB97M-V functional and the def2-TZVPD basis

Structure (XYZ):
```
51
Properties=species:S:1:pos:R:3:forces:R:3:lowdin_charge:R:1
C -1.7029 -0.3727 0.8137 -4.2379 -0.4287 -1.5864 0.04
C -2.1018 0.8768 0.6014 0.6660 -0.0214 -2.1013 -0.38
C -3.1695 1.1668 -0.5053 -2.4613 -1.2152 4.6326 -0.04
C -1.3568 2.0510 1.0909 2.4005 3.1392 -0.7732 -0.13
C 0.2219 2.0865 0.9174 0.0485 -4.1985 0.6747 -0.35
N 0.6399 2.3936 -0.4685 2.3203 0.8516 0.0789 0.02
C 0.8949 2.8003 2.0673 -0.8323 -2.6730 2.1740 -0.26
O 2.0253 2.1478 2.5765 2.6150 -2.3622 0.0950 -0.10
H -2.4958 -1.1085 0.4998 1.0780 0.4121 -0.0998 0.09
H -0.9361 -0.8291 1.3047 2.2456 -0.4289 1.6846 0.02
H -2.8504 0.9156 -1.4595 0.7877 0.1154 -1.8027 0.03
H -3.6520 2.1283 -0.3046 0.5898 0.2480 -0.7615 0.07
H -4.0648 0.4909 -0.2640 1.2013 0.4710 -0.5115 0.10
H -1.4293 2.2211 2.2023 -0.7505 0.1901 -1.2539 0.12
H -1.5573 2.9766 0.4055 -0.7500 -1.1736 1.8219 0.14
H 0.5585 0.9118 1.1575 -0.6867 3.0212 -0.9918 0.16
H 1.7280 2.3620 -0.5603 -2.5336 -0.2553 0.4771 0.14
H 0.4299 3.3674 -0.7409 -0.1433 -0.4581 0.5641 0.09
H 0.3185 2.7383 2.9944 -1.4030 0.7068 -0.5521 0.12
H 1.2068 3.7758 1.9556 0.4833 2.2801 -0.8008 0.10
H 1.9464 1.1599 2.8141 -0.4059 2.3670 -0.8636 0.13
O 1.7263 -0.2893 -0.3690 7.0595 3.0458 4.3022 0.04
H 1.9184 -1.1622 -0.3152 0.2969 -4.0599 0.6675 -0.06
H 0.9986 -0.1809 -0.7940 -7.4451 1.0271 -4.5144 -0.09
O 1.6499 -3.0687 0.0368 0.4065 0.1325 -1.8116 -0.04
H 1.9841 -2.8971 -0.8715 0.9745 0.1978 0.6459 0.06
H 0.9346 -3.5664 -0.3635 -1.3184 -0.8274 0.8902 0.01
O -4.1778 0.0974 2.8231 1.4043 3.2277 -0.9599 -0.09
H -3.9570 -0.7728 3.1019 0.8962 -0.8877 0.2591 0.00
H -3.3232 0.6545 2.5915 -2.4918 -2.4390 0.8223 0.08
O 0.1427 0.5104 -2.3411 3.0300 -2.8024 2.3590 -0.01
H 0.1306 1.3694 -2.0115 0.2511 2.6652 1.6450 -0.01
H -0.4215 0.5014 -3.0204 -3.8632 -0.0051 -3.9414 -0.05
O 1.6732 -1.3900 -3.4654 -0.3903 -0.0618 -0.0812 -0.06
H 1.4297 -1.5091 -4.3839 0.2697 -0.4010 -0.3323 0.03
H 1.0447 -0.6992 -3.1962 0.5412 0.1137 0.5403 -0.02
O -0.3315 -2.7034 3.1113 0.8116 -0.5453 1.2495 -0.12
H -0.2469 -3.5205 2.5579 0.3441 0.9672 1.2938 0.05
H 0.1729 -2.7777 3.9992 -1.1166 -0.3610 -2.5987 0.09
O 4.3879 -0.9454 -1.3652 -1.0061 1.8871 0.4858 -0.11
H 4.4438 0.0603 -1.2413 -0.1473 -2.2625 -0.2566 0.08
H 3.4078 -1.0915 -1.2960 1.4999 0.5133 -0.4388 0.00
O 3.3858 -1.6482 2.5575 -8.5343 -1.4236 3.0197 0.02
H 2.7359 -1.6960 1.8149 0.4656 -0.1226 1.0608 0.04
H 4.1142 -1.5040 2.1493 7.9566 1.5488 -4.0658 -0.08
O -0.9098 -3.9871 -1.4436 -0.2843 -0.2288 0.5254 -0.06
H -1.7134 -4.0868 -0.8860 0.8567 0.4813 -0.6363 0.07
H -0.7538 -3.0495 -1.6204 -0.4976 -0.0866 0.1119 0.04
O -1.7315 1.3578 -4.0850 3.4841 -2.3349 -2.5697 -0.02
H -1.1194 1.6531 -4.8316 -1.2560 -0.6739 1.4277 0.11
H -2.2487 2.0811 -3.9408 -2.4292 3.1282 0.7964 -0.01
```
Positions in Å, forces in eV/Å.

* largest force on an atom: 9.164 eV/A
* energy above the lowest of the compared OMol25 structures with the same formula, charge and spin: 778.3 kJ/mol
* Kohn-Sham gap: 9.2 eV
* charge: 0
* SMILES: C=C(C)C[C@@H](N)CO.O.O.O.O.O.O.O.O.O.O
* energy: -30765.2317 eV

=====

4.
Formula: C30H28AsN5O7OsPS2
Source: the Open Molecules 2025 dataset
Level of theory: the ωB97M-V functional and the def2-TZVPD basis

Structure (XYZ):
```
75
Properties=species:S:1:pos:R:3:forces:R:3:lowdin_charge:R:1
Os -0.8229 0.3565 -0.3943 0.4097 -0.1262 -0.2924 1.07
N -1.0295 -1.2807 -1.8292 0.1190 0.1511 -0.1153 -0.04
C -0.1476 -2.4396 -1.6527 0.0396 0.0563 0.0235 -0.30
C -0.2360 -3.5137 -2.5253 0.0798 -0.0377 -0.0438 -0.01
C 0.6597 -4.5659 -2.4062 -0.0392 0.0278 -0.0205 -0.04
C 1.6498 -4.5351 -1.4322 0.0174 0.0112 0.0132 -0.05
C 1.7176 -3.4707 -0.5490 0.0254 -0.0165 0.0045 -0.07
C 0.8030 -2.4228 -0.6317 -0.1235 -0.0349 0.0192 -0.29
P 0.7167 -1.0694 0.5855 -0.1594 -0.0323 0.1089 0.94
C 0.1380 -1.8194 2.1341 -0.0313 0.0448 -0.0066 -0.37
C 0.0168 -3.1882 2.3435 0.0425 -0.0326 -0.0005 -0.08
C -0.5007 -3.6666 3.5412 0.0022 -0.0069 0.0090 -0.07
C -0.8953 -2.7815 4.5323 0.0083 0.0124 -0.0015 -0.07
C -0.7721 -1.4112 4.3301 0.0062 -0.0113 0.0094 -0.06
C -0.2636 -0.9310 3.1354 -0.0138 0.0123 -0.0089 -0.11
C 2.4212 -0.5520 0.8798 0.1003 -0.0210 -0.0888 -0.34
C 3.1222 0.0219 -0.1825 -0.0419 -0.0325 0.0074 -0.09
C 4.4335 0.4273 -0.0058 -0.0002 0.0070 -0.0016 -0.05
C 5.0498 0.2695 1.2297 -0.0014 -0.0033 -0.0023 -0.06
C 4.3582 -0.3067 2.2836 0.0042 -0.0008 0.0071 -0.06
C 3.0452 -0.7245 2.1118 -0.0280 0.0033 0.0090 -0.07
H -1.9789 -1.5759 -2.0511 -0.0175 -0.0137 0.1228 0.11
H -0.7085 -0.7814 -2.6611 -0.0349 -0.0562 -0.0244 0.09
H -0.9810 -3.5161 -3.3122 -0.0018 0.0079 -0.0016 0.12
H 0.5971 -5.4012 -3.0903 0.0039 0.0033 -0.0032 0.12
H 2.3661 -5.3424 -1.3626 -0.0040 -0.0028 0.0052 0.12
H 2.4847 -3.4450 0.2165 0.0006 -0.0033 -0.0060 0.12
H 0.3259 -3.8910 1.5797 -0.0286 0.0103 0.0104 0.10
H -0.5873 -4.7336 3.6997 -0.0043 0.0040 -0.0012 0.11
H -1.2929 -3.1566 5.4661 -0.0030 -0.0031 -0.0024 0.11
H -1.0719 -0.7173 5.1048 0.0006 0.0000 0.0006 0.11
H -0.1875 0.1393 2.9717 -0.0065 -0.0027 -0.0077 0.11
H 2.6521 0.1439 -1.1505 0.0421 0.0014 0.0408 0.07
H 4.9744 0.8649 -0.8344 -0.0123 0.0000 -0.0110 0.11
H 6.0732 0.5923 1.3677 0.0006 -0.0011 0.0023 0.11
H 4.8391 -0.4367 3.2439 0.0010 0.0011 -0.0007 0.11
H 2.5167 -1.1800 2.9386 -0.0139 0.0012 0.0059 0.10
O -1.7734 3.0990 -3.6642 0.0462 -0.0365 -0.0541 -0.19
As -1.8438 2.9460 -1.9354 0.0052 -0.0031 0.2817 0.93
O -2.5588 4.2196 -1.2780 -0.0207 0.1546 -0.0526 -0.39
O -2.2274 1.3404 -1.5288 -0.1305 -0.0648 -0.0968 -0.57
C 1.1060 3.5703 -2.0716 0.1897 0.0269 0.2151 -0.22
C 1.2033 4.8919 -1.6509 -0.0261 -0.0215 -0.0441 -0.01
C 1.9993 5.7813 -2.3524 0.0134 -0.0133 -0.0256 -0.03
C 2.7099 5.3629 -3.4717 -0.0143 0.0131 0.0330 -0.04
C 2.6124 4.0524 -3.9088 -0.0241 0.0201 -0.0573 -0.03
C 1.8021 3.1687 -3.2121 -0.0532 0.0090 -0.0475 -0.21
S 1.6842 1.5259 -3.8376 0.0368 0.0604 -0.1508 0.67
O 1.2505 1.5255 -5.1935 0.1085 0.0118 0.0656 -0.22
O 2.8119 0.7628 -3.4207 -0.0168 -0.0332 0.0683 -0.23
O 0.3588 0.9905 -3.0537 -0.0524 0.0036 -0.0042 -0.28
H -1.3726 2.3305 -4.0968 -0.0260 -0.0172 0.0563 0.05
H 0.6471 5.2120 -0.7785 -0.0006 0.0028 0.0008 0.12
H 2.0680 6.8093 -2.0242 0.0051 -0.0017 0.0045 0.12
H 3.3340 6.0610 -4.0117 -0.0033 0.0029 -0.0014 0.12
H 3.1492 3.7230 -4.7891 -0.0240 -0.0015 -0.0087 0.13
S -0.1051 2.4911 0.3686 -0.1818 0.0064 0.0083 0.81
C 0.3028 2.5842 -1.3291 -0.0274 -0.0897 -0.0210 -0.80
N 0.4127 1.2344 -1.6434 -0.2773 -0.0153 -0.1069 -0.31
C -4.5692 1.7598 3.3157 -0.0117 -0.0007 0.0127 0.01
N -4.1128 0.6283 2.5072 -0.0526 0.0213 -0.0655 -0.03
C -4.8075 -0.5205 2.4360 0.0431 0.0255 -0.0034 -0.03
C -4.3641 -1.5500 1.6877 0.0269 0.0013 0.0026 0.01
C -3.1545 -1.3662 0.9633 -0.0787 -0.0730 -0.0516 -0.35
N -2.4844 -0.2122 0.9495 0.0641 0.2761 0.1539 0.03
C -2.9257 0.8206 1.7911 0.0568 -0.0827 0.0593 -0.49
O -2.3270 1.8573 1.9458 0.0536 -0.0052 -0.0170 -0.01
N -2.7025 -2.4114 0.2534 -0.0202 0.0216 -0.1808 0.19
H -5.4217 1.4381 3.9078 -0.0073 0.0006 -0.0159 0.10
H -4.8524 2.5887 2.6703 0.0182 0.0019 -0.0011 0.11
H -3.7648 2.0897 3.9666 -0.0030 -0.0067 0.0133 0.10
H -5.7169 -0.5721 3.0187 -0.0030 0.0037 -0.0037 0.14
H -4.8964 -2.4864 1.6443 -0.0003 -0.0002 0.0052 0.12
H -3.1916 -3.2863 0.3083 0.0362 -0.0484 0.0780 0.13
H -1.7651 -2.4198 -0.1068 0.0134 -0.0649 0.1926 0.05
```
Positions in Å, forces in eV/Å.

* largest force on an atom: 0.519 eV/A
* energy above the lowest of the compared OMol25 structures with the same formula, charge and spin: 161.0 kJ/mol
* Kohn-Sham gap (alpha / beta): 6.3 / 6.3 eV
* charge: +1
* energy: -147607.4288 eV